The following is a quantum chemistry calculation of C8H15N in the gas phase in a non-equilibrium geometry, from the OMol25 dataset.

## Properties
- Strongest force on any atom: 0.08318 hartree/bohr
- Lowest unoccupied orbital energy: 0.9268 eV
- Net charge: 0
- Energy relative to the best compared isomer or geometry (same formula, charge and spin): 31.29 kcal/mol
- Frontier orbital gap: 10.1008 eV

Geometry as XYZ:
```
24
Properties=species:S:1:pos:R:3:lowdin_charge:R:1
N 2.61874 -0.16575 1.16121 0.11
C -2.26236 -0.22375 1.39311 -0.09
C 0.48582 -0.40474 -0.31854 -0.10
C 2.98909 -1.14522 -1.04387 -0.07
C -2.37912 0.08454 -1.10920 -0.10
C -0.14430 0.80962 0.21379 -0.27
C -1.80641 0.61079 0.20237 -0.37
C 2.13198 -0.50754 0.02114 -0.35
C 0.38869 1.94745 0.65692 0.05
H -1.94523 -1.26804 1.30469 0.07
H -2.02161 0.66827 -1.96351 0.08
H 0.08174 -1.32103 0.11845 0.11
H -2.11861 -0.96641 -1.27541 0.07
H -2.18912 1.62966 0.33798 0.12
H 3.63211 -0.32793 1.21818 0.05
H -3.47450 0.14580 -1.10620 0.08
H 2.68846 -2.19000 -1.16410 0.08
H -1.86554 0.17552 2.33222 0.08
H 0.40380 -0.43878 -1.40833 0.11
H 1.46599 2.09081 0.67326 0.05
H -3.35627 -0.21774 1.47641 0.08
H -0.22372 2.75185 1.05135 0.06
H 4.05098 -1.11449 -0.77819 0.07
H 2.84937 -0.62289 -1.99371 0.08
```


The following is a quantum chemistry calculation of 2 unconnected molecules or ions with the total composition C8H15N in a non-equilibrium geometry, from the OMol25 dataset.

## Properties
- Strongest force on any atom: 0.03563 hartree/bohr
- Lowest unoccupied orbital energy (alpha / beta): 0.8565 / 0.8556 eV
- Net charge: 0
- Energy relative to the best compared isomer or geometry (same formula, charge and spin): 130.85 kcal/mol
- Frontier orbital gap (alpha / beta): 7.8590 / 7.8582 eV

Geometry as XYZ:
```
24
Properties=species:S:1:pos:R:3:lowdin_charge:R:1
N 2.00380 -0.05508 -0.18089 -0.04
C 1.32493 0.56409 0.63529 -0.13
C -0.96097 -0.13053 -0.01067 -0.38
C -1.51185 1.17063 0.50946 -0.10
C 1.78714 -0.74371 -1.29840 -0.10
C -0.86583 -1.27589 0.96191 -0.08
C -0.19711 -0.22227 -1.97135 -0.07
C 1.82375 1.17247 1.90352 -0.08
C -1.52535 -0.50542 -1.34152 -0.24
H -2.36752 0.10541 -1.68685 0.11
H -1.80015 -1.55906 -1.42182 0.11
H -0.01759 0.81737 -2.21711 0.08
H 1.71646 -1.82220 -1.18116 0.08
H 2.31615 -0.39776 -2.18109 0.08
H -2.60946 1.09506 0.59088 0.08
H -0.44647 -0.96760 1.91940 0.07
H 1.24704 0.77848 2.74330 0.07
H -0.24766 -2.08284 0.56527 0.08
H -1.11004 1.42962 1.48732 0.07
H 0.07296 -0.90450 -2.77020 0.06
H 2.88640 0.98562 2.08282 0.07
H 1.64703 2.24965 1.88440 0.07
H -1.30033 1.99340 -0.17462 0.08
H -1.86533 -1.69494 1.15209 0.09
```


The following is a quantum chemistry calculation of a molecular structure, C8H15N, from the OMol25 dataset.

## Properties
- Strongest force on any atom: 0.01036 hartree/bohr
- Lowest unoccupied orbital energy: 0.9729 eV
- Net charge: 0
- Energy relative to the best compared isomer or geometry (same formula, charge and spin): 124.72 kcal/mol
- Frontier orbital gap: 8.5142 eV

Geometry as XYZ:
```
24
Properties=species:S:1:pos:R:3:lowdin_charge:R:1
N -1.13497 0.71430 -0.04174 -0.20
C -0.00451 -1.44058 0.33656 -0.06
C 1.29179 0.43618 0.76364 -0.08
C 1.55311 -0.60292 1.54091 0.05
C 0.16460 0.02270 -0.17182 -0.53
C 0.67487 0.13367 -1.61642 -0.04
C 0.52335 -2.55604 -0.49579 -0.14
C -1.19985 2.04869 -0.62612 -0.11
C -1.66815 0.73186 1.31872 -0.11
H -0.48292 2.75833 -0.17600 0.09
H -2.71734 1.03190 1.28471 0.08
H 0.55816 -1.36134 1.54866 0.07
H -1.61093 -0.26655 1.74333 0.07
H -1.03064 2.02420 -1.70078 0.07
H -1.13302 1.43350 1.98007 0.09
H -0.09477 -0.19388 -2.31845 0.09
H 0.55402 -3.49245 0.06368 0.07
H 0.95444 1.15866 -1.86244 0.08
H 2.35041 -0.82462 2.23910 0.08
H -0.23565 -2.68673 -1.27977 0.10
H 1.56307 -0.47864 -1.75934 0.07
H -2.20128 2.45118 -0.46677 0.08
H 1.48340 -2.41288 -1.00876 0.07
H 1.84281 1.37146 0.70480 0.11
```


The following is a quantum chemistry calculation of a gas-phase ion, C8H15N2O (charge +1) in a non-equilibrium geometry, from the OMol25 dataset.

## Properties
- Strongest force on any atom: 0.03376 hartree/bohr
- Lowest unoccupied orbital energy: -4.0951 eV
- Net charge: +1
- Energy relative to the best compared isomer or geometry (same formula, charge and spin): 34.75 kcal/mol
- Frontier orbital gap: 8.3586 eV

Geometry as XYZ:
```
26
Properties=species:S:1:pos:R:3:lowdin_charge:R:1
O 0.10543 1.13516 -0.93447 0.09
N -2.56361 1.35779 0.07177 0.12
N 2.19187 0.19973 -0.63038 -0.16
C -1.70992 1.02703 0.96222 0.06
C 2.89013 1.07481 0.32564 -0.04
C -1.31832 -0.40483 0.81120 -0.24
C 2.75050 -1.16305 -0.69286 -0.05
C 0.15458 -0.73161 0.54063 -0.04
C -2.41370 -0.93252 -0.14450 -0.07
C 0.79693 0.25440 -0.41932 -0.40
C -2.77199 0.33214 -0.94165 -0.10
H 0.18367 -1.72477 0.10464 0.12
H -3.69098 0.38263 -1.50572 0.14
H -2.13534 -1.76540 -0.77096 0.13
H 3.91651 0.74011 0.40991 0.09
H 3.30479 -1.41951 0.20671 0.09
H -1.40934 1.71398 1.73614 0.17
H 1.99762 -1.90856 -0.90880 0.08
H -3.28563 -1.18441 0.45128 0.13
H 0.70960 -0.79825 1.47081 0.14
H 3.46028 -1.19827 -1.51373 0.10
H -3.04771 2.24144 -0.00860 0.19
H 2.44205 1.05388 1.31966 0.09
H 2.93035 2.08797 -0.05553 0.09
H -1.97281 0.49385 -1.66933 0.12
H -1.51496 -0.86374 1.78523 0.16
```


The following is a quantum chemistry calculation of a gas-phase ion, C8H15N2O (charge +1) in a non-equilibrium geometry, from the OMol25 dataset.

## Properties
- Strongest force on any atom: 0.14452 hartree/bohr
- Lowest unoccupied orbital energy: -3.7475 eV
- Net charge: +1
- Energy relative to the best compared isomer or geometry (same formula, charge and spin): 95.38 kcal/mol
- Frontier orbital gap: 9.0417 eV

Geometry as XYZ:
```
26
Properties=species:S:1:pos:R:3:lowdin_charge:R:1
O -0.50873 -0.81094 1.50923 -0.23
N -1.11346 0.56197 -0.64029 0.05
N 0.22051 -1.60170 -1.43209 0.17
C -1.86958 0.82777 -1.83243 -0.04
C 2.03777 1.47972 -0.85366 -0.01
C 0.32226 -0.38871 -0.88934 -0.33
C 1.82333 1.74394 0.55261 -0.09
C 1.11776 0.95778 1.36151 -0.05
C 0.65100 -0.40390 0.91765 -0.25
C -0.50969 -1.14267 2.92125 -0.01
C 1.25744 0.55009 -1.44360 -0.06
H -1.17338 -2.05701 3.03774 0.12
H -2.40120 -0.06113 -2.23492 0.13
H -2.36550 1.74186 -1.74524 0.08
H -1.07760 -0.28446 3.28071 0.10
H 0.86957 -1.79840 -2.15186 0.11
H 2.59822 2.22644 -1.37278 0.12
H 0.48172 -1.33269 3.22899 0.08
H 0.99773 1.29131 2.40510 0.13
H 2.00002 2.75469 0.96309 0.13
H -1.17695 1.16776 -2.56813 0.08
H 0.09050 -2.43727 -0.87753 0.13
H -0.45189 1.31088 -0.28177 0.16
H -1.62888 0.06365 0.12166 0.16
H 1.18871 0.47985 -2.51976 0.12
H 1.55848 -1.16632 1.14555 0.20
```


The following is a quantum chemistry calculation of a gas-phase ion, C8H15N2OS (charge +1) in a non-equilibrium geometry, from the OMol25 dataset.

## Properties
- Strongest force on any atom: 0.09311 hartree/bohr
- Lowest unoccupied orbital energy (alpha / beta): -4.8490 / -4.8487 eV
- Net charge: +1
- Energy relative to the best compared isomer or geometry (same formula, charge and spin): 127.45 kcal/mol
- Frontier orbital gap (alpha / beta): 8.4808 / 8.4791 eV

Geometry as XYZ:
```
27
Properties=species:S:1:pos:R:3:lowdin_charge:R:1
S -1.92131 -1.53245 -0.00566 1.06
O -1.38170 3.48578 0.00687 0.18
N 0.51271 0.60543 0.56511 0.06
N -1.90930 1.24381 -0.02006 0.14
C 1.56554 -0.31652 0.15982 -0.58
C 1.36119 -1.55248 0.94720 -0.06
C -3.75139 -1.51975 -0.13988 -0.29
C -0.96119 2.36915 -0.00040 -0.33
C 2.92661 0.38091 0.50299 0.03
C 0.50393 1.96509 0.10203 -0.09
C 1.19985 -0.56077 -1.30165 -0.04
C -1.38762 0.05125 0.01318 -0.37
H 0.14616 -0.39909 -1.47870 0.04
H -2.86642 1.44233 -0.03296 0.15
H 0.45309 -2.12315 0.62858 0.04
H 3.61131 -0.32225 0.83032 0.06
H -4.19300 -1.12652 0.75589 0.05
H -4.00032 -0.95031 -0.99990 0.03
H 0.89372 2.69880 0.84462 0.17
H 1.22250 -1.49244 2.09711 0.14
H -4.14296 -2.52244 -0.37122 0.07
H 0.81988 2.03417 -0.87120 0.11
H 3.49445 0.75383 -0.40361 0.11
H 1.26345 -1.59642 -1.71911 0.11
H 2.10850 -2.19635 0.81503 0.04
H 1.71526 -0.08128 -2.08269 0.07
H 2.71708 1.26162 1.15830 0.10
```


The following is a quantum chemistry calculation of a gas-phase ion, C8H15N3O5P (charge +1) in a non-equilibrium geometry, from the OMol25 dataset.

## Properties
- Strongest force on any atom: 0.02712 hartree/bohr
- Lowest unoccupied orbital energy: -3.5312 eV
- Net charge: +1
- Frontier orbital gap: 9.6490 eV

Geometry as XYZ:
```
32
Properties=species:S:1:pos:R:3:lowdin_charge:R:1
P 2.24964 -1.53592 -1.27098 0.42
O -2.27837 0.07110 0.76558 -0.01
O -0.66891 -1.42801 1.27023 0.10
O 1.25625 -2.56899 -1.17351 -0.16
O 3.66924 -2.00088 -0.74175 -0.07
O 2.53989 -0.95545 -2.68696 -0.04
N 1.02406 1.68608 0.52326 0.18
N 1.92377 -0.13974 -0.27025 0.05
N 2.14370 1.35804 1.18846 0.11
C 0.86656 0.77363 -0.37399 -0.24
C -0.78820 -0.41530 -1.94961 -0.15
C -1.44176 -0.92805 0.46853 -0.50
C -0.29427 0.86459 -1.30137 -0.09
C 2.69026 0.27546 0.72695 -0.04
C -1.50661 -1.36965 -0.97240 -0.07
C -2.90831 1.93280 2.14042 -0.04
C -2.18049 0.58199 2.10615 -0.19
H 3.47590 -2.59357 -0.00021 0.11
H -0.05542 1.60102 -2.05976 0.14
H 3.59889 -0.16407 1.07772 0.16
H -2.64008 -0.08786 2.81656 0.13
H -0.02930 -0.94946 -2.49732 0.08
H -1.13563 -2.37450 -1.02660 0.11
H -2.55510 -1.42959 -1.24419 0.13
H -3.85032 1.86819 2.66178 0.07
H 3.49913 -0.88365 -2.81421 0.12
H -1.14495 0.75200 2.34987 0.10
H -2.28262 2.64736 2.65817 0.07
H -1.10065 1.29693 -0.72978 0.12
H -1.49743 -0.12065 -2.70896 0.12
H -3.05274 2.29149 1.13046 0.08
H 2.47386 1.94468 1.93771 0.19
```


The following is a quantum chemistry calculation of C8H15N5O in the gas phase in a non-equilibrium geometry, from the OMol25 dataset.

## Properties
- Strongest force on any atom: 0.08684 hartree/bohr
- Lowest unoccupied orbital energy (alpha / beta): 0.0033 / 0.0085 eV
- Net charge: 0
- Energy relative to the best compared isomer or geometry (same formula, charge and spin): 153.52 kcal/mol
- Frontier orbital gap (alpha / beta): 7.2639 / 7.2741 eV

Geometry as XYZ:
```
29
Properties=species:S:1:pos:R:3:lowdin_charge:R:1
O 4.51816 -0.69193 0.37707 -0.07
N 1.92439 3.40282 0.17050 0.10
N 1.60046 2.13988 0.15755 -0.13
N 0.46257 1.70050 -0.01931 0.09
N 3.17940 -0.27215 0.25867 -0.02
N -1.22895 0.12329 -0.17896 -0.10
C 2.33053 -1.05378 -0.31736 -0.37
C -1.88796 -0.96979 0.46808 -0.18
C 2.60940 -2.46632 -0.56946 -0.04
C 0.91483 -0.75234 -0.36074 0.00
C -3.32719 -0.75113 0.00197 -0.15
C -2.06927 1.30770 0.01275 -0.20
C -3.49074 0.79838 0.08890 -0.18
C 0.09976 0.38601 -0.16725 -0.26
H 2.36881 1.57590 0.52447 0.12
H 1.81830 -2.95718 -0.03213 0.08
H -4.16184 -1.10950 0.65520 0.11
H -1.79652 1.88643 0.87626 0.10
H -3.88772 1.37462 1.02155 0.14
H 5.01512 0.13250 0.57514 0.10
H 0.35695 -1.58668 -0.66128 0.07
H -1.70249 -0.82657 1.52999 0.14
H 3.50746 -2.79861 -0.04657 0.08
H -1.72534 -1.94290 0.08860 0.10
H 2.67433 -2.67177 -1.63255 0.10
H 1.19038 3.99118 -0.10477 0.02
H -1.91850 1.87182 -0.88986 0.11
H -3.99988 1.29217 -0.69393 0.08
H -3.37445 -1.13255 -1.13254 0.16
```